[1]
Computed, not measured: C26H34BN7Pt as an isolated structure at a distorted geometry, with wB97M-V/def2-TZVPD.

Its total energy is -41865.7613 eV. The orbital gap (alpha / beta) comes out at 0.2744 / 0.2470 Ha. The value obtained for the highest occupied orbital energy (alpha / beta) is -7.03 / -8.58 eV.

```
! wB97M-V def2-TZVPD RIJCOSX def2/J DEFGRID3
* xyz 0 3
Pt 0.07 0.31 -0.14
C -2.69 -4.61 0.00
C -3.17 -3.28 -0.63
C -3.30 -2.17 0.39
C -2.11 -2.90 -1.65
C -1.22 -3.72 -2.40
C -0.47 -2.76 -3.12
N -0.89 -1.51 -2.74
N -1.89 -1.59 -1.84
B -0.38 -0.20 -3.24
N 1.17 -0.19 -2.75
C 2.30 -0.34 -3.44
C 3.42 -0.12 -2.65
C 2.93 0.16 -1.33
N 1.57 0.03 -1.41
C 3.70 0.53 -0.12
C 4.31 1.97 -0.25
C 4.85 -0.45 0.20
N -1.06 1.13 -2.68
C -1.31 2.30 -3.31
C -1.71 3.28 -2.42
C -1.67 2.61 -1.17
N -1.16 1.35 -1.30
C -2.10 3.10 0.19
C -2.40 4.67 0.09
C -1.11 2.86 1.33
H -3.31 -5.04 0.80
H -2.59 -5.40 -0.76
H -1.71 -4.35 0.39
H -4.09 -3.46 -1.22
H -2.34 -1.98 0.95
H -3.58 -1.24 -0.12
H -4.16 -2.39 1.08
H -1.16 -4.77 -2.47
H 0.26 -2.85 -3.92
H -0.46 -0.18 -4.41
H 2.23 -0.58 -4.47
H 4.51 -0.20 -2.90
H 2.93 0.49 0.71
H 5.08 2.00 -1.04
H 3.55 2.74 -0.55
H 4.79 2.28 0.71
H 5.53 -0.53 -0.68
H 5.38 -0.10 1.10
H 4.46 -1.46 0.40
H -1.23 2.34 -4.37
H -2.06 4.28 -2.63
H -3.03 2.60 0.38
H -1.53 5.25 -0.25
H -3.23 4.88 -0.61
H -2.65 5.11 1.09
H -0.28 3.59 1.36
H -1.58 2.95 2.30
H -0.68 1.86 1.16
C 0.45 -1.28 1.04
C 0.45 -0.91 2.49
C 1.61 -0.51 3.22
C 1.54 0.03 4.50
C 0.26 0.21 5.10
C -0.87 -0.37 4.47
C -0.77 -0.91 3.21
C 0.15 1.14 6.22
N 0.09 1.88 7.11
H -0.41 -1.94 0.86
H 1.37 -1.79 0.72
H 2.57 -0.63 2.75
H 2.44 0.37 4.98
H -1.89 -0.31 4.94
H -1.70 -1.27 2.76
*
```

These are the Mulliken partial charges, in e, on atoms 1 to 2: atom 1 (Pt): 0.774, atom 2 (C): -1.356

---

[2]
Computed, not measured: C26H34BaCl8F6NO14S2 as an isolated structure at a distorted geometry, with wB97M-V/def2-TZVPD.

Its total energy is -196510.7486 eV. The orbital gap comes out at 0.2312 Ha. The value obtained for the highest occupied orbital energy is -11.33 eV.

```
! wB97M-V def2-TZVPD RIJCOSX def2/J DEFGRID3
* xyz 1 1
Ba 0.89 -1.27 3.52
C -2.12 -0.33 0.16
F -1.26 -0.75 -0.75
F -3.04 0.44 -0.38
F -2.70 -1.40 0.70
S -1.31 0.66 1.56
O -1.66 2.02 1.44
O -1.80 -0.01 2.75
N 0.31 0.25 1.47
S 0.98 1.30 0.41
O 0.21 1.38 -0.79
O 1.48 2.49 1.00
C 2.47 0.37 -0.13
F 2.89 0.81 -1.29
F 3.43 0.48 0.79
F 2.18 -0.93 -0.27
Cl 5.69 -3.41 -3.01
C 5.08 -1.74 -2.76
C 4.84 -1.01 -4.05
Cl 3.43 -1.67 -4.93
H 5.89 -1.24 -2.21
H 4.20 -1.81 -2.14
H 5.70 -1.10 -4.71
H 4.62 0.04 -3.87
Cl 0.39 0.22 -5.46
C -0.25 0.94 -3.96
C -1.02 2.19 -4.26
Cl -1.82 2.81 -2.78
H 0.60 1.11 -3.30
H -0.85 0.20 -3.42
H -1.78 1.96 -5.00
H -0.39 2.98 -4.65
Cl 2.61 6.92 -2.51
C 2.07 5.78 -1.25
C 1.31 4.62 -1.82
Cl 2.41 3.46 -2.65
H 1.41 6.35 -0.59
H 2.92 5.46 -0.67
H 0.52 4.88 -2.52
H 0.86 4.06 -1.00
Cl -4.34 5.46 1.64
C -3.95 4.09 0.56
C -4.73 4.16 -0.74
Cl -4.21 5.57 -1.68
H -4.18 3.16 1.08
H -2.88 4.14 0.40
H -5.78 4.21 -0.46
H -4.47 3.27 -1.31
C -1.50 -2.89 5.45
O -1.11 -2.86 4.07
C -2.02 -3.58 3.25
C -1.40 -4.06 1.95
O -0.46 -3.12 1.42
C 0.06 -3.57 0.18
H -1.66 -3.89 5.84
H -2.36 -2.23 5.59
H -0.70 -2.45 6.05
H -2.89 -2.95 3.01
H -2.44 -4.45 3.76
H -2.20 -4.19 1.22
H -0.90 -5.02 2.09
H -0.69 -3.46 -0.61
H 0.49 -4.57 0.25
H 0.90 -2.91 -0.08
C 5.84 -1.66 1.97
C 7.08 -1.72 2.48
C 7.32 -1.87 3.96
O 8.43 -1.81 4.40
C 6.12 -2.10 4.80
C 4.92 -2.09 4.27
C 4.69 -1.86 2.80
O 3.54 -1.69 2.39
O 3.78 -2.22 5.04
O 8.14 -1.58 1.71
H 5.71 -1.41 0.92
H 6.29 -2.31 5.85
H 3.27 -2.95 4.67
H 8.91 -1.33 2.24
C -6.55 1.00 -1.18
C -6.11 1.38 -2.39
C -5.25 0.48 -3.25
O -4.74 0.91 -4.25
C -5.00 -0.87 -2.75
C -5.40 -1.21 -1.53
C -6.21 -0.30 -0.63
O -6.58 -0.71 0.45
O -5.15 -2.42 -1.01
O -6.43 2.53 -2.93
H -7.10 1.70 -0.56
H -4.39 -1.54 -3.34
H -5.24 -2.35 -0.04
H -5.92 2.67 -3.75
*
```

These are the Mulliken partial charges, in e, on atoms 1 to 2: atom 1 (Ba): 1.820, atom 2 (C): 0.578

---

[3]
Computed, not measured: C26H34F3N8O2P2Re as an isolated structure, with wB97M-V/def2-TZVPD.

Its total energy is -72360.8403 eV. The orbital gap (alpha / beta) comes out at 0.2875 / 0.2109 Ha. For the energy relative to the best compared isomer or geometry (same formula, charge and spin), the calculation gives 120.7 kJ/mol. The value obtained for the highest occupied orbital energy (alpha / beta) is -16.58 / -16.82 eV.

```
! wB97M-V def2-TZVPD RIJCOSX def2/J DEFGRID3
* xyz 3 4
Re -0.25 0.01 -0.18
N -2.93 1.58 1.26
C -1.72 2.14 1.68
C -1.83 3.18 2.60
C -0.70 3.84 3.01
C 0.54 3.44 2.49
C 0.56 2.39 1.61
N -0.55 1.71 1.20
C -3.27 0.46 0.55
C -4.65 0.09 0.69
C -5.09 -1.13 0.21
C -4.23 -1.91 -0.51
C -2.88 -1.43 -0.88
N -2.40 -0.21 -0.18
H -3.72 2.01 1.72
H -2.80 3.47 2.97
H -0.76 4.65 3.72
H 1.46 3.93 2.76
H 1.50 2.06 1.19
H -5.30 0.74 1.26
H -6.10 -1.46 0.42
H -4.52 -2.87 -0.90
H -2.92 -1.21 -1.96
N -0.80 -1.62 1.29
N -1.34 -2.75 0.62
C -1.75 -2.49 -0.73
N -2.14 -3.73 -1.25
N -0.57 -1.70 -1.30
N -0.55 -1.64 -2.66
O -0.88 -2.58 -3.34
O -0.11 -0.59 -3.14
H 0.05 -1.91 1.76
H -1.45 -1.26 1.99
H -2.03 -3.26 1.16
H -1.51 -4.47 -0.98
H -2.28 -3.76 -2.25
C 3.48 0.65 -0.54
P 1.99 0.14 -1.44
C 2.50 -1.46 -2.10
C 1.99 1.46 -2.72
C 0.63 1.91 -3.23
P -0.59 1.84 -1.88
C -0.54 3.52 -1.19
C -2.21 1.73 -2.67
H 4.23 0.87 -1.30
H 3.84 -0.15 0.10
H 3.32 1.55 0.05
H 3.58 -1.41 -2.21
H 2.05 -1.67 -3.06
H 2.26 -2.25 -1.39
H 2.63 1.13 -3.54
H 2.51 2.30 -2.24
H 0.28 1.29 -4.05
H 0.67 2.94 -3.59
H -0.73 4.21 -2.01
H 0.44 3.75 -0.78
H -1.29 3.68 -0.43
H -2.30 2.56 -3.38
H -3.01 1.82 -1.94
H -2.30 0.79 -3.21
F 6.98 -1.52 5.75
C 5.76 -1.24 6.23
F 5.40 -2.21 7.06
F 5.85 -0.10 6.92
C 4.77 -1.07 5.09
C 5.05 -0.11 4.12
C 4.16 0.08 3.08
C 3.00 -0.71 3.00
C 2.74 -1.68 3.98
C 3.63 -1.86 5.02
C 2.09 -0.51 1.94
C 1.30 -0.30 1.02
H 5.95 0.49 4.19
H 4.37 0.83 2.33
H 1.85 -2.29 3.92
H 3.45 -2.61 5.78
*
```

These are the Mulliken partial charges, in e, on atoms 1 to 2: atom 1 (Re): 2.563, atom 2 (N): 0.332

---

[4]
Computed, not measured: C26H34MnN2S6 as an isolated structure, with wB97M-V/def2-TZVPD.

Its total energy is -126783.9858 eV. The orbital gap (alpha / beta) comes out at 0.1452 / 0.1449 Ha. The value obtained for the highest occupied orbital energy (alpha / beta) is -18.11 / -18.11 eV.

```
! wB97M-V def2-TZVPD RIJCOSX def2/J DEFGRID3
* xyz 4 2
Mn -0.12 0.47 0.09
C -0.92 2.87 -2.76
C -0.84 1.42 -3.16
S 0.27 0.35 -2.21
C 1.93 1.06 -2.49
C 2.38 2.03 -1.40
S 2.01 1.21 0.17
C 2.12 2.40 1.53
C 1.55 1.69 2.75
S 0.01 0.73 2.43
C -1.36 1.86 2.80
C -1.73 2.81 1.67
S -1.76 1.86 0.09
H -1.43 3.44 -3.54
H 0.06 3.33 -2.61
H -0.49 1.37 -4.20
H -1.82 0.92 -3.16
H 1.94 1.53 -3.48
H 2.60 0.20 -2.54
H 1.87 2.99 -1.43
H 3.46 2.20 -1.47
H 1.57 3.31 1.26
H 3.17 2.65 1.69
H 1.36 2.38 3.57
H 2.25 0.93 3.12
H -1.12 2.44 3.69
H -2.20 1.21 3.06
H -0.96 3.56 1.47
H -2.69 3.31 1.83
S -1.96 3.35 -1.32
C -3.40 0.96 0.12
N -4.53 1.52 -0.03
C -5.70 0.62 -0.30
C -5.64 -0.62 0.54
N -4.31 -1.24 0.42
C -4.18 -2.75 0.66
C -5.48 -3.42 0.91
C -5.98 -3.49 2.21
C -7.21 -4.10 2.44
C -7.92 -4.64 1.38
C -7.42 -4.58 0.08
C -6.20 -3.97 -0.15
C -3.24 -0.52 0.23
S -1.68 -1.20 0.18
C -4.87 2.97 0.08
C -5.76 3.15 1.29
C -6.95 3.85 1.14
C -7.75 4.08 2.25
C -7.38 3.58 3.49
C -6.20 2.86 3.64
C -5.39 2.64 2.54
H -5.65 0.39 -1.37
H -6.60 1.19 -0.09
H -6.37 -1.35 0.19
H -5.84 -0.43 1.60
H -3.49 -2.85 1.50
H -3.68 -3.13 -0.24
H -5.41 -3.10 3.04
H -7.59 -4.19 3.45
H -8.87 -5.12 1.56
H -7.97 -5.02 -0.73
H -5.79 -3.95 -1.16
H -5.39 3.24 -0.84
H -3.95 3.54 0.14
H -7.24 4.25 0.17
H -8.67 4.64 2.14
H -8.01 3.76 4.35
H -5.93 2.46 4.61
H -4.49 2.04 2.66
*
```

These are the Mulliken partial charges, in e, on atoms 1 to 2: atom 1 (Mn): -0.791, atom 2 (C): -0.499

---

[5]
Computed, not measured: the molecule C26H34N4O6 at a distorted geometry, with wB97M-V/def2-TZVPD.

The SMILES is C=CCN(C(=O)CCC(=O)Nc1cc(C)on1)[C@H](C(=O)NC1CCCC1)c1ccc(OC)cc1OC. Its total energy is -45758.7556 eV. The orbital gap comes out at 0.3361 Ha. For the energy relative to the best compared isomer or geometry (same formula, charge and spin), the calculation gives 7.2 kJ/mol. The value obtained for the highest occupied orbital energy is -8.71 eV.

```
! wB97M-V def2-TZVPD RIJCOSX def2/J DEFGRID3
* xyz 0 1
C -2.32 2.46 -1.92
C -1.98 1.71 -0.89
C -0.88 2.04 0.07
N -0.16 0.85 0.52
C -0.34 0.47 1.81
O -1.18 1.00 2.52
C 0.55 -0.65 2.33
C 0.30 -0.95 3.81
C -0.88 -1.88 4.00
O -0.75 -3.05 4.30
N -2.08 -1.28 3.79
C -3.31 -1.89 3.87
C -3.63 -3.20 4.31
C -4.98 -3.26 4.19
C -5.96 -4.33 4.48
O -5.44 -2.09 3.72
N -4.40 -1.24 3.52
C 0.84 0.29 -0.36
C 2.22 0.94 -0.08
O 2.40 1.75 0.80
N 3.20 0.42 -0.86
C 4.56 0.90 -0.84
C 4.96 1.54 -2.19
C 6.26 0.86 -2.60
C 6.15 -0.53 -1.99
C 5.56 -0.25 -0.61
C 0.44 0.38 -1.81
C -0.31 -0.64 -2.37
C -0.74 -0.60 -3.68
C -0.41 0.49 -4.48
O -0.76 0.65 -5.77
C -1.57 -0.33 -6.38
C 0.36 1.52 -3.93
C 0.78 1.48 -2.61
O 1.51 2.46 -2.03
C 1.83 3.62 -2.76
H -1.78 3.37 -2.16
H -3.14 2.21 -2.57
H -2.54 0.81 -0.66
H -1.32 2.49 0.97
H -0.16 2.74 -0.36
H 1.59 -0.33 2.20
H 0.40 -1.56 1.74
H 1.18 -1.44 4.23
H 0.12 -0.01 4.34
H -2.07 -0.31 3.48
H -2.94 -3.95 4.65
H -5.44 -5.22 4.83
H -6.66 -4.01 5.25
H -6.54 -4.57 3.59
H 0.95 -0.77 -0.12
H 2.95 -0.21 -1.60
H 4.60 1.63 -0.02
H 4.18 1.33 -2.92
H 5.06 2.62 -2.11
H 7.11 1.38 -2.16
H 6.39 0.84 -3.68
H 5.47 -1.15 -2.58
H 7.11 -1.05 -1.93
H 6.35 0.07 0.07
H 5.07 -1.12 -0.17
H -0.58 -1.49 -1.76
H -1.33 -1.42 -4.07
H -1.75 0.02 -7.40
H -1.06 -1.30 -6.42
H -2.53 -0.44 -5.86
H 0.60 2.35 -4.58
H 0.93 4.14 -3.10
H 2.38 4.26 -2.07
H 2.46 3.39 -3.62
*
```

These are the Mulliken partial charges, in e, on atoms 1 to 2: atom 1 (C): -0.984, atom 2 (C): 0.070

---

[6]
Computed, not measured: C26H35Cl2N6O6STeV as an isolated structure at a distorted geometry, with wB97M-V/def2-TZVPD.

Its total energy is -117612.0764 eV. The orbital gap (alpha / beta) comes out at 0.2715 / 0.2668 Ha. For the energy relative to the best compared isomer or geometry (same formula, charge and spin), the calculation gives 17.5 kJ/mol. The value obtained for the highest occupied orbital energy (alpha / beta) is -7.48 / -7.48 eV.

```
! wB97M-V def2-TZVPD RIJCOSX def2/J DEFGRID3
* xyz 0 3
V -2.95 0.47 1.77
N -6.52 0.25 3.85
C -5.22 0.10 3.48
S -4.89 -0.80 2.00
N -4.31 0.60 4.27
N -3.05 0.37 3.73
C -2.10 0.09 4.55
C -0.83 -0.45 4.12
C 0.16 -0.71 5.09
C 1.33 -1.34 4.76
C 1.54 -1.75 3.44
C 0.59 -1.51 2.47
C -0.61 -0.85 2.78
O -1.50 -0.63 1.82
H -7.22 0.04 3.17
H -6.73 0.94 4.55
H -2.31 0.15 5.62
H -0.04 -0.41 6.11
H 2.08 -1.54 5.51
H 2.46 -2.26 3.17
H 0.75 -1.81 1.44
O -3.28 3.49 3.19
Cl -3.32 3.17 1.81
O -3.54 4.30 0.98
O -2.08 2.46 1.40
O -4.34 2.13 1.54
C -0.31 1.17 -5.42
C 0.51 0.79 -4.18
C 2.00 0.76 -4.56
C 0.34 1.91 -3.15
C 0.09 -0.61 -3.65
O 0.26 -1.58 -4.69
C 0.89 -1.04 -2.40
C 2.09 -1.94 -2.68
C 2.92 -2.16 -1.45
C 3.98 -1.31 -1.15
C 4.76 -1.50 -0.02
C 4.47 -2.56 0.83
Cl 5.46 -2.83 2.24
C 3.42 -3.42 0.56
C 2.65 -3.21 -0.57
C -1.43 -0.80 -3.44
N -2.06 -0.10 -2.33
C -2.16 -0.47 -1.07
N -2.87 0.41 -0.40
C -3.18 1.35 -1.33
N -2.74 1.06 -2.53
H 0.17 2.00 -5.94
H -1.31 1.49 -5.15
H -0.39 0.33 -6.12
H 2.28 1.73 -4.97
H 2.24 0.02 -5.33
H 2.64 0.58 -3.69
H 0.75 2.84 -3.57
H 0.88 1.73 -2.22
H -0.70 2.10 -2.91
H 1.15 -1.52 -5.03
H 0.24 -1.59 -1.71
H 1.22 -0.16 -1.84
H 2.73 -1.50 -3.45
H 1.74 -2.90 -3.07
H 4.22 -0.49 -1.82
H 5.59 -0.84 0.21
H 3.21 -4.24 1.23
H 1.84 -3.89 -0.79
H -1.59 -1.87 -3.30
H -1.97 -0.50 -4.33
H -1.73 -1.36 -0.65
H -3.77 2.23 -1.12
C 3.06 1.34 1.41
Te 1.04 1.94 1.09
C 0.80 2.54 3.12
H 3.11 0.80 2.35
H 3.73 2.20 1.43
H 3.36 0.66 0.61
H 1.36 3.46 3.30
H 1.16 1.74 3.76
H -0.26 2.72 3.30
*
```

These are the Mulliken partial charges, in e, on atoms 1 to 2: atom 1 (V): 0.690, atom 2 (N): -0.465